Below is a structure of composition C21H33BNO2, with properties calculated with ωB97M-V with the def2-TZVPD basis set.

Calculated values
highest occupied orbital energy: -11.06 eV
energy above the lowest of the compared OMol25 structures with the same formula, charge and spin: 9.0 kcal/mol
net charge: +1

CARTESIAN COORDINATES (ANGSTROEM)
C 4.7310 2.5841 1.0966
O 4.4745 1.5270 2.0498
C 3.1616 1.1116 2.1548
C 2.9265 -0.1352 2.7765
C 1.6860 -0.7109 2.6081
C 0.6736 -0.0810 1.8355
C -0.5512 -0.8056 1.3052
C -1.8884 -0.2459 1.6880
C -3.0182 -0.9984 1.2613
C -4.2906 -0.4984 1.3454
C -4.4702 0.8407 1.7782
O -5.7086 1.3932 1.6054
C -5.8398 2.8086 1.8373
C -3.3852 1.5724 2.3045
C -2.1056 1.0047 2.2704
C 0.8882 1.2154 1.3778
C 2.1181 1.8232 1.5326
H 5.8239 2.5724 1.0964
H 4.3437 2.3884 0.0828
H 4.3393 3.5587 1.4306
H 3.7648 -0.6269 3.2725
H 1.5254 -1.6892 3.0187
H -0.4924 -1.8916 1.5178
H -2.8397 -1.9350 0.7542
H -5.1767 -1.0845 1.0766
H -6.8497 3.0130 1.4608
H -5.7560 3.0683 2.9050
H -5.0873 3.3864 1.2761
H -3.5550 2.5921 2.6628
H -1.3167 1.6762 2.6362
H 0.1487 1.8175 0.8461
H 2.2445 2.7990 1.0786
C -0.0886 -2.7745 -3.9790
C 0.4048 -1.3861 -3.6556
N 0.7159 -1.2318 -2.1457
C 1.7905 -2.2368 -1.8100
C 2.3149 -2.1430 -0.3873
C 1.2451 0.1372 -1.8641
C 0.4192 1.2893 -2.4060
B -0.6350 -1.4934 -1.2763
H -0.4311 -0.9209 0.0807
H -0.4442 -2.8749 -5.0126
H 0.7419 -3.5018 -3.9192
H -0.8833 -3.1251 -3.3286
H 1.3225 -1.1460 -4.2223
H -0.3870 -0.6631 -3.9376
H 1.3819 -3.2458 -1.9865
H 2.5984 -2.0473 -2.5264
H 3.1129 -2.8528 -0.1608
H 2.8028 -1.1760 -0.1908
H 1.5700 -2.2697 0.4059
H 1.2737 0.2556 -0.7836
H 2.2687 0.1912 -2.2368
H 0.7870 2.2169 -1.9680
H 0.5484 1.4099 -3.4869
H -0.6424 1.1943 -2.1872
H -1.5251 -0.9566 -1.8822
H -0.7804 -2.6990 -1.0758

Atom charges from the natural (NBO) analysis, given in e for atoms 1 to 2: -0.26 -0.49